Below is C26H20GeNO5SW as an isolated structure, with properties calculated with the ωB97M-V functional and the def2-TZVPD basis.

CARTESIAN COORDINATES (ANGSTROEM)
W1 -1.75422 2.03614 -0.62697
O1 -3.23155 0.74716 0.01365
N1 -3.40655 -0.45216 -0.55173
C1 -4.35660 -1.24042 -0.00868
C2 -4.61078 -2.47159 -0.54225
C3 -3.86440 -2.89794 -1.64316
C4 -2.90251 -2.07480 -2.17322
C5 -2.67249 -0.81116 -1.62155
S1 -1.53570 0.32809 -2.26544
H1 -4.85759 -0.80464 0.84170
H2 -5.37539 -3.09021 -0.09716
H3 -4.04036 -3.87276 -2.07667
H4 -2.30660 -2.37020 -3.02457
O2 -1.55831 5.34450 -2.96536
C6 -1.78891 4.48490 -2.17072
O3 -1.08030 3.37938 -1.99868
C7 -3.01199 4.53543 -1.19940
O4 -3.00200 3.48639 -0.34391
O5 -3.85323 5.37373 -1.21867
C8 -0.38785 1.92506 0.63505
Ge1 0.90462 0.45279 0.55964
C9 0.01305 -1.28532 0.49810
C10 0.43476 -2.28455 -0.37806
C11 -0.15235 -3.54312 -0.35742
C12 -1.17263 -3.81936 0.54251
C13 -1.60867 -2.83173 1.41517
C14 -1.01982 -1.57345 1.38993
C15 1.94629 0.53922 2.20867
C16 1.91947 -0.47703 3.16006
C17 2.67709 -0.38174 4.32124
C18 3.47209 0.73280 4.54180
C19 3.51191 1.75120 3.59821
C20 2.75492 1.65219 2.44043
C21 2.12555 0.65081 -0.94396
C22 1.92912 1.58844 -1.95494
C23 2.82781 1.68669 -3.01045
C24 3.93406 0.85230 -3.06391
C25 4.15108 -0.07463 -2.05267
C26 3.25551 -0.16765 -0.99728
H5 -0.13801 2.65965 1.39972
H6 1.22806 -2.07842 -1.08777
H7 0.19047 -4.31029 -1.04085
H8 -1.62605 -4.80274 0.56695
H9 -2.40228 -3.04389 2.12169
H10 -1.37015 -0.80752 2.07529
H11 1.30727 -1.35725 2.99824
H12 2.64710 -1.18018 5.05196
H13 4.06349 0.80795 5.44534
H14 4.13592 2.62026 3.76382
H15 2.80563 2.45094 1.70730
H16 1.08380 2.26544 -1.92385
H17 2.66280 2.42295 -3.78682
H18 4.63505 0.93087 -3.88521
H19 5.02142 -0.71808 -2.08197
H20 3.44894 -0.88242 -0.20320

Total charge = 0
2S+1 = 2
Strongest force on any atom = 0.511 eV Å⁻¹
E = -108191.0858 eV
Energy above the lowest of the compared OMol25 structures with the same formula, charge and spin = 0.0000 eV
E_LUMO (spin up / spin down) = -0.02625 / -0.02527 hartree
Expectation value of S² = 0.760



Below is C26H20N4O6V as an isolated structure at a distorted geometry, with properties calculated with the ωB97M-V functional and the def2-TZVPD basis.

CARTESIAN COORDINATES (ANGSTROEM)
V1 -0.00657 -0.23375 0.22806
O1 5.37901 0.54557 3.05189
C1 4.19534 0.33041 2.44097
C2 3.26509 -0.59172 2.92611
C3 2.08996 -0.73950 2.21689
N1 1.88790 -0.06925 1.09524
C4 2.67478 0.93384 0.72544
C5 3.87595 1.15874 1.35983
C6 1.92944 1.91841 -0.16762
O2 2.51594 2.78949 -0.77568
O3 0.64821 1.71820 -0.12171
C7 0.78610 -1.30769 2.78464
O4 0.80562 -2.07117 3.72564
O5 -0.23900 -0.76587 2.20982
H1 5.47471 -0.05196 3.80302
H2 3.39907 -1.12634 3.85766
H3 4.50838 1.98707 1.07623
C8 -1.71956 -5.28843 2.37205
C9 -2.32322 -4.03941 2.34854
C10 -1.84222 -3.04788 1.50953
C11 -0.75602 -3.30975 0.68208
C12 -0.15301 -4.56401 0.69542
C13 -0.63620 -5.54554 1.54442
N2 -0.28757 -2.28147 -0.18521
N3 0.10276 -2.75709 -1.33772
C14 0.53111 -1.80135 -2.20201
C15 0.88975 -2.19277 -3.50716
C16 1.26780 -1.23465 -4.40701
C17 1.27722 0.11240 -4.00876
C18 0.91867 0.42673 -2.72405
N4 0.55592 -0.50736 -1.81706
H4 -2.08985 -6.05639 3.03858
H5 -3.16486 -3.82897 2.99525
H6 -2.29563 -2.06779 1.50537
H7 0.68940 -4.75549 0.04646
H8 -0.15776 -6.51637 1.56450
H9 0.84703 -3.24388 -3.75225
H10 1.54609 -1.51241 -5.41509
H11 1.55857 0.90004 -4.69200
H12 0.90166 1.44657 -2.36726
C19 -4.15017 0.61866 -0.35070
C20 -2.90991 0.97769 0.40819
O6 -1.86740 0.39069 0.12296
C21 -2.94876 1.97358 1.48968
C22 -1.75295 2.47264 2.00812
C23 -1.79138 3.39538 3.03873
C24 -3.00863 3.80724 3.56118
C25 -4.20162 3.31197 3.05029
C26 -4.17293 2.40219 2.00887
H13 -3.88492 -0.00369 -1.20025
H14 -4.68804 1.50827 -0.67480
H15 -4.81695 0.05357 0.30557
H16 -0.80724 2.16383 1.58376
H17 -0.86792 3.79502 3.43516
H18 -3.02946 4.52265 4.37322
H19 -5.14739 3.63574 3.46255
H20 -5.10171 2.01713 1.61004

Total charge = 0
2S+1 = 4
Strongest force on any atom = 1.142 eV Å⁻¹
E = -71222.6948 eV
Energy above the lowest of the compared OMol25 structures with the same formula, charge and spin = 0.7493 eV
E_LUMO (spin up / spin down) = -0.02588 / -0.03310 hartree
Expectation value of S² = 3.770



Below is C26H21AsF6N4PtS as an isolated structure at a distorted geometry, with properties calculated with the ωB97M-V functional and the def2-TZVPD basis.

CARTESIAN COORDINATES (ANGSTROEM)
Pt1 0.76829 0.84893 0.19110
C1 0.99429 4.19477 0.13892
C2 1.55355 3.59851 1.37794
C3 2.27113 4.47059 2.21465
C4 2.79761 4.04102 3.39721
C5 2.54724 2.70655 3.77585
C6 2.97323 2.22166 5.03037
C7 2.69289 0.92592 5.51102
C8 1.97021 0.09516 4.71996
C9 1.53704 0.51419 3.38625
S1 0.72994 -0.53232 2.45992
C10 1.83324 1.87209 2.89955
N1 1.37596 2.27737 1.69816
H1 0.99963 5.27857 0.20851
H2 -0.02045 3.86332 -0.07687
H3 1.61075 3.91363 -0.71086
H4 2.38944 5.49615 1.89503
H5 3.35357 4.70685 4.04679
H6 3.53412 2.90307 5.66405
H7 3.03477 0.62067 6.49077
H8 1.70541 -0.90668 5.03767
N2 -1.31927 1.31870 0.12926
C11 -1.87572 0.72269 -1.09599
C12 -3.16834 0.90300 -1.49565
C13 -3.62021 0.27850 -2.67713
C14 -2.78307 -0.52069 -3.40746
C15 -1.44752 -0.73187 -2.99306
C16 -0.52210 -1.56179 -3.67163
C17 0.74645 -1.72032 -3.18673
C18 1.12691 -1.03419 -2.02582
N3 0.28065 -0.24564 -1.39484
C19 -1.00497 -0.07981 -1.83306
H9 -1.82748 0.97322 0.94268
H10 -1.41119 2.33259 0.11318
H11 -3.84740 1.52312 -0.92195
H12 -4.64150 0.43457 -2.99495
H13 -3.13550 -1.00763 -4.30779
H14 -0.83159 -2.07450 -4.57443
H15 1.47446 -2.34296 -3.68583
H16 2.13281 -1.10520 -1.63307
N4 -0.76393 -1.74672 0.62684
C20 -1.30323 -2.76504 0.52328
C21 -1.96900 -4.02112 0.39540
C22 -2.44946 -4.41598 -0.85700
C23 -3.09100 -5.63298 -0.97847
C24 -3.25170 -6.44721 0.13761
C25 -2.77322 -6.05107 1.38127
C26 -2.12928 -4.83630 1.51931
H17 -2.31878 -3.77257 -1.71768
H18 -3.46715 -5.95198 -1.94051
H19 -3.75305 -7.40026 0.03599
H20 -2.90370 -6.69190 2.24199
H21 -1.75384 -4.51887 2.48281
F1 2.16833 1.62415 -0.97050
As1 2.47647 2.23980 -3.54717
F2 1.74079 3.68259 -3.01529
F3 0.88834 1.59276 -3.61779
F4 2.76106 2.57021 -5.14614
F5 3.02895 0.63098 -3.42787
F6 3.88615 2.73968 -2.76778

Total charge = +3
2S+1 = 2
Strongest force on any atom = 1.413 eV Å⁻¹
E = -124462.3943 eV
Energy above the lowest of the compared OMol25 structures with the same formula, charge and spin = 1.9933 eV
E_LUMO (spin up / spin down) = -0.47726 / -0.47598 hartree
Expectation value of S² = 0.758



Below is C26H21Br2N7Os as an isolated structure at a distorted geometry, with properties calculated with the ωB97M-V functional and the def2-TZVPD basis.

CARTESIAN COORDINATES (ANGSTROEM)
Os1 1.09885 -0.21835 0.00225
C1 -0.04996 -0.70621 2.59732
N1 1.29593 -0.32924 2.14116
C2 2.44758 -1.23257 2.42249
C3 3.48677 -0.78471 1.45548
N2 3.08524 -0.12525 0.36264
C4 4.25339 0.20036 -0.35984
C5 4.43461 0.87435 -1.56081
C6 5.73869 1.02779 -1.98777
C7 6.82838 0.53588 -1.24829
C8 6.65543 -0.12845 -0.05204
C9 5.33984 -0.28154 0.36661
N3 4.80101 -0.88197 1.51702
C10 -1.00408 0.10001 1.75414
N4 -0.43629 0.81168 0.82344
C11 -2.85625 0.09098 -0.42874
C12 -4.03471 0.04224 -1.37545
C13 -5.32048 0.05182 -0.98255
C14 -5.61299 0.10167 0.40953
C15 -4.62875 0.10507 1.39359
C16 -3.30682 0.09895 1.02306
N5 -2.33712 0.02680 1.99306
H1 -0.25231 -0.46163 3.64977
H2 -0.21635 -1.77816 2.47567
H3 1.50868 0.61985 2.44889
H4 2.12171 -2.25883 2.24821
H5 2.81465 -1.15706 3.44891
H6 3.60803 1.26609 -2.13903
H7 5.93424 1.54334 -2.91806
H8 7.82885 0.68653 -1.63003
H9 7.49229 -0.50697 0.51905
H10 5.33049 -1.33470 2.25199
H11 -3.77675 -0.00258 -2.42846
H12 -6.12921 0.01881 -1.70149
H13 -6.65268 0.13249 0.72385
H14 -4.91458 0.12059 2.43905
H15 -2.63310 -0.24686 2.92750
Br1 -2.84679 5.01530 -2.63149
C17 -2.16684 3.74133 -1.50486
C18 -1.10854 4.03215 -0.63934
C19 -0.61431 3.03364 0.15211
N6 -1.17016 1.79610 0.13799
C20 -2.21816 1.47079 -0.66504
C21 -2.72106 2.44354 -1.49086
C22 -2.01120 -1.20227 -0.76251
C23 -2.77795 -2.32175 -1.01695
C24 -2.20216 -3.49681 -1.51401
Br2 -3.23739 -4.98484 -1.84356
C25 -0.84128 -3.47009 -1.78494
C26 -0.13367 -2.33833 -1.45380
N7 -0.65965 -1.21586 -0.90292
H16 -0.66124 5.01673 -0.59746
H17 0.23906 3.15762 0.80407
H18 -3.56542 2.24717 -2.13403
H19 -3.85008 -2.30091 -0.87425
H20 -0.33124 -4.31669 -2.22497
H21 0.93581 -2.32699 -1.63530

Total charge = +4
Strongest force on any atom = 1.744 eV Å⁻¹
E = -180242.3098 eV
E_LUMO = -0.51868 hartree



> Look up the total charge of the fourth one.

+4